Molecular formula: C29H39Cl2N2O8SSbTl
Method: DFT, ωB97M-V with the def2-TZVPD basis set

```
83
Properties=species:S:1:pos:R:3:forces:R:3:lowdin_charge:R:1
Tl 0.031 -0.690 0.374 0.05 -0.09 0.16 0.894
O -0.755 3.401 2.188 -0.07 0.01 -0.02 -0.002
C -0.319 2.249 2.054 -0.08 0.01 0.21 -0.650
O -0.957 1.209 1.732 0.21 -0.04 -0.09 -0.169
C 1.181 2.079 2.344 0.11 -0.08 -0.09 -0.188
C 1.865 3.073 3.037 0.03 0.05 0.00 -0.008
C 3.217 2.915 3.277 0.02 0.00 -0.01 -0.069
C 3.858 1.776 2.808 -0.01 0.02 0.01 -0.073
C 3.102 0.839 2.126 -0.08 0.00 -0.04 -0.146
N 1.795 0.979 1.906 -0.01 -0.05 -0.01 0.068
H 1.312 3.945 3.358 0.00 -0.01 -0.02 0.111
H 3.773 3.673 3.817 -0.01 0.00 0.01 0.101
H 4.917 1.616 2.963 -0.02 0.00 0.00 0.098
H 3.558 -0.066 1.735 -0.01 0.01 0.00 0.105
Cl 2.490 -3.275 0.486 0.04 -0.13 -0.08 0.453
C 1.518 -4.343 -0.563 -0.06 0.08 0.10 -0.969
Cl 1.317 -3.696 -2.200 0.05 0.03 -0.02 0.490
H 0.533 -4.437 -0.108 -0.07 -0.03 0.08 -0.013
H 2.051 -5.281 -0.642 -0.02 -0.04 0.03 0.021
C 5.674 -2.030 -1.914 -0.08 0.05 -0.06 -0.213
C 4.808 -1.335 -2.968 0.08 -0.10 0.15 -0.462
Sb 3.114 -0.283 -2.099 0.10 0.04 -0.04 1.367
C 4.318 1.369 -1.371 -0.03 0.05 -0.05 -0.444
C 4.959 2.248 -2.442 0.00 -0.04 0.07 -0.197
C 2.577 0.598 -3.996 -0.17 -0.10 -0.04 -0.451
C 1.514 -0.243 -4.709 0.07 0.03 0.05 -0.198
H 6.510 -2.576 -2.360 0.00 0.00 -0.01 0.057
H 5.087 -2.742 -1.329 0.00 0.01 -0.01 0.038
H 6.099 -1.308 -1.211 -0.01 -0.01 -0.01 0.051
H 4.392 -2.069 -3.663 0.01 0.01 -0.01 0.038
H 5.396 -0.626 -3.556 0.00 -0.01 -0.01 0.032
H 5.082 0.923 -0.728 -0.02 0.02 0.00 0.033
H 3.668 1.954 -0.717 0.02 0.02 -0.01 0.021
H 5.626 1.672 -3.088 -0.02 0.01 0.01 0.053
H 5.552 3.053 -1.996 0.01 0.00 -0.01 0.060
H 4.206 2.712 -3.082 0.01 -0.01 0.01 0.052
H 3.485 0.680 -4.598 0.00 0.03 -0.01 0.043
H 2.204 1.605 -3.800 0.00 -0.04 0.01 0.036
H 1.875 -1.258 -4.901 0.01 0.01 0.00 0.056
H 1.238 0.191 -5.675 0.00 0.00 0.00 0.061
H 0.606 -0.333 -4.110 0.03 0.03 -0.01 0.037
C -3.468 5.039 0.826 0.00 -0.07 -0.02 -0.048
C -3.385 3.712 0.120 -0.02 0.06 0.07 -0.265
C -2.948 3.620 -1.200 0.04 -0.04 -0.03 -0.045
C -2.736 2.386 -1.796 -0.06 0.04 0.02 -0.085
C -2.986 1.236 -1.065 -0.07 -0.09 0.01 -0.399
C -3.459 1.302 0.237 0.02 -0.04 0.00 -0.076
C -3.663 2.540 0.817 -0.06 0.06 -0.01 -0.035
S -2.512 -0.358 -1.714 0.24 0.17 -0.09 0.869
C -3.947 -0.672 -2.735 -0.06 0.05 -0.09 -0.229
O -1.390 -0.083 -2.689 -0.19 0.03 0.08 -0.564
H -3.215 5.862 0.158 -0.02 0.00 -0.01 0.071
H -2.762 5.042 1.660 0.02 -0.04 -0.04 0.073
H -4.468 5.214 1.229 0.00 -0.01 -0.01 0.077
H -2.717 4.527 -1.750 -0.01 -0.01 0.01 0.110
H -2.338 2.306 -2.802 0.02 0.02 0.01 0.114
H -3.588 0.393 0.814 0.02 0.02 -0.01 0.119
H -3.963 2.600 1.857 0.03 -0.01 -0.03 0.126
H -4.025 0.139 -3.460 -0.06 -0.05 -0.01 0.058
H -4.826 -0.714 -2.091 0.02 0.00 -0.03 0.061
H -3.790 -1.629 -3.231 -0.01 0.03 0.01 0.053
O -1.163 -4.590 1.101 0.01 0.09 -0.11 -0.029
C -1.908 -3.642 1.418 0.06 -0.07 0.00 -0.657
O -1.999 -2.502 0.903 0.13 0.10 -0.02 -0.177
C -2.843 -3.894 2.597 -0.06 0.02 0.07 -0.113
C -3.226 -2.841 3.424 -0.06 -0.02 -0.04 0.000
C -4.069 -3.062 4.500 0.00 0.08 0.02 0.000
C -4.543 -4.345 4.714 -0.09 -0.02 0.13 -0.162
C -4.185 -5.410 3.906 0.00 -0.08 -0.02 -0.004
C -3.319 -5.175 2.851 0.01 -0.04 0.07 -0.008
N -5.459 -4.588 5.844 0.12 0.02 -0.15 -0.360
O -5.737 -3.652 6.569 -0.01 0.05 0.03 0.057
O -5.894 -5.715 5.995 -0.02 -0.05 0.01 0.053
H -2.857 -1.848 3.202 0.01 0.00 0.00 0.118
H -4.369 -2.265 5.164 0.01 0.00 -0.02 0.114
H -4.577 -6.394 4.116 0.00 0.01 -0.02 0.112
H -2.989 -5.984 2.213 0.01 0.01 0.00 0.115
C 0.570 2.875 -1.203 -0.06 -0.12 0.01 -0.122
O 0.701 1.501 -1.548 0.03 0.18 0.04 -0.290
H 0.355 3.491 -2.082 0.00 0.01 -0.01 0.085
H 1.525 3.192 -0.783 0.01 0.00 0.01 0.079
H -0.210 3.037 -0.454 0.02 0.01 -0.03 0.067
H -0.092 1.178 -2.011 -0.03 -0.03 -0.02 0.014
```
Positions in Å, forces in eV/Å.

Output
Multiplicity: 1
Relative energy (zero: lowest compared OMol25 entry of this formula, charge and spin) in kcal per mole: 7.3
Charge: -1
Orbital gap in eV: 7.43
HOMO level in eV: -5.5
E_LUMO in eV: 1.912
E_tot in eV: -97177.4801


Molecular formula: C29H39ClNO5OsP2
Method: DFT, ωB97M-V with the def2-TZVPD basis set

```
78
Properties=species:S:1:pos:R:3:forces:R:3:lowdin_charge:R:1
Os 1.084 -0.517 1.110 0.32 0.09 0.35 1.079
O 0.075 -1.612 4.206 0.04 0.05 0.06 0.126
C -0.562 -1.775 3.207 0.44 -0.14 -0.05 -0.626
O -0.437 -0.896 2.170 -0.57 0.09 -0.24 -0.295
C -1.503 -2.937 3.015 -0.12 -0.01 0.18 -0.258
P -1.692 -3.790 1.394 0.11 0.02 0.01 1.110
C -0.058 -3.475 0.606 -0.06 -0.10 -0.16 -0.370
C 0.051 -3.723 -0.760 0.00 0.01 0.06 -0.088
C 1.286 -3.736 -1.392 0.06 0.00 0.00 -0.049
C 2.447 -3.484 -0.678 -0.04 -0.01 -0.05 -0.081
C 2.363 -3.199 0.676 0.01 0.05 0.04 -0.112
C 1.121 -3.203 1.324 0.05 -0.02 -0.01 -0.169
C -2.850 -2.730 0.455 -0.06 0.00 0.04 -0.383
C -3.446 -3.306 -0.668 0.02 0.03 0.00 -0.113
C -4.394 -2.610 -1.405 0.00 0.01 0.01 -0.075
C -4.788 -1.341 -1.004 0.00 0.00 -0.03 -0.078
C -4.233 -0.775 0.136 0.02 0.01 0.00 -0.079
C -3.271 -1.464 0.858 0.05 -0.05 0.02 -0.110
H -2.499 -2.657 3.371 -0.02 0.03 -0.10 0.106
H -1.159 -3.691 3.726 -0.02 0.06 0.03 0.098
H -0.838 -3.933 -1.340 -0.01 0.00 -0.01 0.102
H 1.338 -3.958 -2.450 0.00 0.00 0.00 0.122
H 3.412 -3.520 -1.165 0.01 0.00 -0.01 0.116
H 3.260 -3.027 1.256 0.00 0.00 0.01 0.104
H 1.123 -3.154 2.406 0.00 0.01 0.00 0.106
H -3.190 -4.321 -0.952 0.00 0.01 -0.01 0.102
H -4.847 -3.072 -2.271 0.00 0.00 -0.01 0.111
H -5.546 -0.807 -1.562 0.00 0.00 0.00 0.110
H -4.558 0.202 0.470 -0.01 0.02 0.00 0.109
H -2.846 -1.009 1.744 -0.03 0.04 -0.02 0.081
C -2.298 2.660 -1.185 0.01 -0.02 0.03 -0.046
C -0.868 2.678 -0.714 -0.03 -0.05 -0.05 -0.228
O -0.833 2.048 0.603 -0.03 -0.01 0.15 -0.239
P 0.502 1.648 1.347 0.01 -0.08 -0.14 0.539
O 0.223 1.934 2.860 -0.02 -0.06 -0.03 -0.238
C -0.934 2.604 3.437 -0.04 0.00 0.05 -0.215
C -2.002 1.595 3.779 0.02 0.04 0.02 -0.052
O 1.604 2.649 0.863 0.13 -0.01 0.02 -0.282
C 2.089 3.819 1.582 -0.02 -0.01 -0.03 -0.211
C 1.253 5.031 1.258 -0.01 0.03 0.03 -0.057
H -2.366 3.129 -2.167 0.01 0.01 0.00 0.093
H -2.940 3.209 -0.495 0.00 0.00 0.00 0.088
H -2.663 1.636 -1.267 -0.01 0.00 0.00 0.061
H -0.486 3.692 -0.604 0.01 -0.01 -0.02 0.110
H -0.215 2.116 -1.384 -0.01 0.06 0.01 0.105
H -1.297 3.357 2.738 0.02 -0.01 -0.01 0.110
H -0.548 3.098 4.326 0.01 0.00 -0.01 0.130
H -2.382 1.118 2.876 -0.01 -0.02 -0.01 0.065
H -2.830 2.099 4.280 0.00 0.00 -0.01 0.092
H -1.601 0.836 4.451 -0.01 -0.02 -0.01 0.085
H 3.116 3.935 1.243 0.00 0.00 0.02 0.127
H 2.094 3.591 2.647 -0.01 0.00 -0.01 0.119
H 1.290 5.255 0.192 0.00 0.01 -0.01 0.086
H 1.640 5.894 1.801 0.01 0.01 -0.01 0.092
H 0.212 4.890 1.554 0.02 -0.01 0.01 0.073
C 3.419 1.831 -1.475 -0.01 0.04 0.02 -0.101
N 3.842 0.661 -2.207 0.02 -0.05 0.03 -0.249
C 3.852 0.887 -3.638 -0.01 -0.01 -0.02 -0.099
C 3.183 -0.558 -1.771 0.03 0.02 0.02 -0.181
C 1.670 -0.620 -1.939 0.11 -0.01 0.04 -0.221
C 1.145 -0.804 -3.220 0.03 -0.01 0.00 -0.037
C -0.216 -0.852 -3.465 -0.05 -0.01 0.03 -0.048
C -1.106 -0.695 -2.411 0.04 -0.01 -0.04 -0.063
C -0.617 -0.489 -1.133 0.00 0.00 0.13 -0.147
C 0.761 -0.485 -0.889 -0.19 0.08 -0.01 -0.263
H 4.047 2.679 -1.752 0.02 -0.01 0.00 0.094
H 3.528 1.658 -0.404 -0.01 0.01 -0.03 0.052
H 2.372 2.113 -1.673 -0.01 0.00 0.00 0.081
H 4.554 1.690 -3.863 0.00 0.00 0.00 0.089
H 2.872 1.176 -4.046 -0.01 0.01 0.00 0.082
H 4.193 -0.011 -4.155 0.00 0.00 0.00 0.090
H 3.441 -0.708 -0.718 -0.01 -0.03 -0.03 0.070
H 3.627 -1.386 -2.328 0.00 -0.01 -0.02 0.122
H 1.836 -0.937 -4.043 0.01 0.00 -0.01 0.116
H -0.580 -1.011 -4.471 -0.01 0.00 -0.01 0.114
H -2.176 -0.723 -2.571 -0.02 -0.01 -0.01 0.108
H -1.322 -0.346 -0.322 0.00 -0.03 -0.04 0.078
Cl 3.072 -0.073 1.990 -0.21 -0.04 -0.13 0.208
```
Positions in Å, forces in eV/Å.

Output
Multiplicity: 1
Relative energy (zero: lowest compared OMol25 entry of this formula, charge and spin) in kcal per mole: 31.5
Charge: +1
Orbital gap in eV: 6.35
HOMO level in eV: -10.9
E_LUMO in eV: -4.513
E_tot in eV: -75996.7237